No. 1
Molecular formula: C14H32Br4CsInN2NaO3
Method: DFT, ωB97M-V with the def2-TZVPD basis set

Geometry as XYZ:
```
58
Properties=species:S:1:pos:R:3:lowdin_charge:R:1
C 0.514 -2.494 -2.821 -0.136
C -0.545 -2.850 -3.331 -0.284
In -2.588 -3.005 -4.319 0.267
Br -3.606 -5.347 -3.583 -0.176
C -3.907 -1.327 -3.531 -0.292
C -5.441 -1.496 -3.946 -0.350
N -6.223 -2.270 -2.928 -0.039
H 1.521 -2.009 -2.664 0.010
H -2.445 -2.906 -6.117 -0.099
H -3.868 -1.344 -2.385 -0.004
H -3.490 -0.325 -3.855 0.046
H -5.902 -0.455 -3.983 0.096
H -5.608 -1.938 -4.968 0.100
H -6.822 -2.970 -3.361 0.081
H -5.598 -2.678 -2.237 -0.010
C 1.326 1.026 -0.551 -0.069
C 2.523 0.547 0.261 -0.247
N 3.768 0.503 -0.497 -0.181
C 4.840 -0.223 0.183 -0.235
C 5.364 0.353 1.497 -0.082
C 4.164 1.738 -1.137 -0.498
C 4.358 2.975 -0.253 -0.180
H 1.198 0.429 -1.457 0.074
H 0.414 0.932 0.042 0.064
H 1.418 2.079 -0.836 0.065
H 2.290 -0.464 0.608 0.127
H 2.615 1.170 1.160 0.107
H 5.682 -0.353 -0.507 0.112
H 4.482 -1.239 0.379 0.113
H 5.995 1.229 1.335 0.033
H 5.985 -0.393 1.999 0.085
H 4.560 0.622 2.184 0.079
H 3.413 1.984 -1.901 0.019
H 5.084 1.570 -1.712 -0.010
H 3.553 3.105 0.469 0.092
H 4.378 3.875 -0.876 -0.077
H 5.308 2.943 0.285 0.080
C -1.457 -0.969 1.537 -0.011
C -2.791 -0.447 1.086 -0.465
O -3.107 -0.460 -0.102 0.001
C -3.715 0.083 2.141 -0.029
H -0.894 -1.323 0.671 0.080
H -0.890 -0.172 2.023 0.037
H -1.602 -1.803 2.227 0.101
H -3.248 0.928 2.653 0.045
H -3.958 -0.720 2.866 0.045
H -4.641 0.426 1.673 0.078
Cs 5.010 3.464 -2.996 1.406
Na -5.262 -1.808 -0.706 0.660
C -1.433 2.414 5.282 -1.618
Br -3.247 3.088 5.247 0.562
Br -1.332 0.665 6.098 0.585
Br -0.628 2.431 3.522 0.567
H -0.855 3.091 5.903 -0.032
O -4.623 -2.404 3.905 -0.602
H -4.110 -2.515 4.705 -0.203
O 7.275 2.934 2.792 -0.636
H 6.800 2.106 2.830 -0.249
```

Properties
DFT total energy: -314460.645 eV
net charge: -1

No. 2
Molecular formula: C14H32Br6O8P2
Method: DFT, ωB97M-V with the def2-TZVPD basis set

Geometry as XYZ:
```
62
Properties=species:S:1:pos:R:3:lowdin_charge:R:1
C -16.770 -14.301 6.251 -1.283
Br -17.361 -12.331 6.383 0.784
Br -17.446 -15.026 4.614 0.565
Br -17.195 -15.354 7.869 0.666
H -15.688 -14.195 6.184 -0.014
C -19.423 -11.549 5.753 -1.196
Br -19.607 -12.863 4.249 0.596
Br -21.096 -10.456 6.000 1.125
Br -17.963 -10.235 5.301 0.905
H -19.085 -11.974 6.698 -0.128
C -19.684 -9.385 1.925 -0.045
C -19.694 -9.033 3.485 -0.330
O -20.921 -8.258 3.690 -0.214
P -21.391 -7.626 5.166 0.584
O -20.509 -8.056 6.314 -0.399
O -21.386 -6.047 4.946 -0.162
C -20.356 -5.227 5.381 -0.254
C -20.699 -4.673 6.821 -0.056
O -22.885 -8.172 5.299 -0.176
C -23.270 -9.582 5.427 -0.328
C -24.424 -9.817 4.336 -0.017
H -18.795 -9.864 1.513 0.068
H -20.514 -9.996 1.570 0.069
H -19.692 -8.429 1.403 0.068
H -19.619 -9.847 4.207 -0.099
H -18.865 -8.335 3.607 0.088
H -19.409 -5.753 5.261 0.117
H -20.288 -4.314 4.789 0.116
H -20.662 -5.410 7.623 0.066
H -19.954 -3.956 7.168 0.066
H -21.616 -4.090 6.906 0.074
H -22.411 -10.237 5.569 -0.298
H -23.713 -9.802 6.398 0.113
H -24.014 -9.553 3.361 0.073
H -24.888 -10.801 4.398 0.072
H -25.147 -9.102 4.729 0.070
C -15.400 -12.185 12.520 -0.047
C -15.183 -11.744 11.050 -0.351
O -16.084 -10.970 10.453 -0.159
P -17.120 -11.532 9.325 0.609
O -16.469 -12.150 8.118 -0.560
O -18.152 -12.572 10.070 -0.208
C -19.175 -13.161 9.238 -0.267
C -20.413 -13.077 10.169 -0.042
O -18.020 -10.184 8.981 -0.180
C -17.895 -9.734 7.637 -0.415
C -19.364 -9.053 7.349 -0.271
H -15.343 -11.274 13.116 0.068
H -16.302 -12.731 12.797 0.077
H -14.449 -12.628 12.817 0.073
H -14.239 -11.226 10.885 0.129
H -15.164 -12.633 10.419 0.105
H -19.327 -12.647 8.289 0.074
H -18.728 -14.114 8.955 -0.029
H -20.932 -14.027 10.290 0.069
H -20.196 -12.791 11.199 0.076
H -21.160 -12.338 9.880 0.070
H -17.050 -9.045 7.638 0.125
H -17.704 -10.558 6.950 -0.217
H -19.470 -8.379 8.199 0.099
H -19.435 -8.499 6.413 -0.086
H -20.222 -9.707 7.506 -0.027
```

Properties
DFT total energy: -470230.224 eV
energy relative to the best compared isomer or geometry (same formula, charge and spin): 2261.4 kJ/mol